# 1
{"formula": "C6H13O3Si", "method": "the ωB97M-V functional and the def2-TZVPD basis", "largest_force_ev_per_a": 4.83, "e_above_lowest_kj_mol": 132.8, "energy_ev": -20453.27742, "homo_lumo_gap_ev": 6.59, "e_lumo_ha": 0.1384, "charge": -1, "molar_mass_da": 161.3, "symbols": ["C", "C", "C", "C", "C", "C", "O", "O", "O", "Si", "H", "H", "H", "H", "H", "H", "H", "H", "H", "H", "H", "H", "H"], "positions_angstrom": [[-1.542, -0.396, 1.357], [-1.789, -0.252, 2.832], [1.965, -0.360, 0.890], [1.126, 1.916, -0.696], [0.308, -0.569, -2.002], [-0.632, -1.526, 0.658], [-2.789, -0.620, 0.727], [-0.880, 0.716, 0.777], [-0.673, -2.711, 0.953], [0.371, 0.151, -0.273], [-0.858, 0.289, 3.250], [-2.612, 0.332, 3.016], [-1.846, -1.259, 3.385], [2.913, -0.408, 0.328], [2.175, 0.367, 1.706], [1.897, -1.346, 1.186], [0.761, 2.554, 0.117], [2.219, 2.086, -0.708], [0.759, 2.451, -1.557], [1.231, -0.683, -2.611], [-0.411, -1.361, -2.274], [-0.241, 0.209, -2.684], [-3.226, 0.160, 0.432]], "lowdin_charge": [-0.63, -0.02, -0.17, -0.21, -0.21, -0.27, -0.01, -0.19, -0.03, 0.38, 0.11, 0.03, 0.10, 0.00, 0.02, -0.04, 0.00, 0.01, -0.02, 0.02, 0.01, 0.04, 0.07]}

# 2
{"formula": "C4H9NO", "method": "the ωB97M-V functional and the def2-TZVPD basis", "smiles": "CC(C)C(N)=O", "largest_force_ev_per_a": 3.84, "e_above_lowest_kj_mol": 211.5, "energy_ev": -7830.12743, "homo_lumo_gap_ev": 10.64, "e_lumo_ha": 0.0320, "molar_mass_da": 87.1, "symbols": ["C", "C", "C", "C", "N", "O", "H", "H", "H", "H", "H", "H", "H", "H", "H"], "positions_angstrom": [[-0.396, -0.458, 1.628], [0.346, 0.071, 0.382], [-0.261, 1.478, 0.145], [0.087, -0.974, -0.817], [0.754, -0.708, -2.083], [-0.798, -1.841, -0.792], [-0.058, -1.546, 1.936], [-1.543, -0.293, 1.317], [-0.295, 0.151, 2.622], [1.469, -0.047, 0.441], [-1.381, 1.533, 0.679], [0.362, 2.352, 0.681], [-0.446, 1.600, -0.980], [1.372, 0.120, -2.227], [0.790, -1.438, -2.930]], "lowdin_charge": [-0.14, -0.39, -0.11, -0.45, 0.07, 0.01, 0.11, 0.11, 0.10, 0.14, 0.12, 0.11, 0.08, 0.09, 0.16]}

# 3
{"formula": "C7H8", "method": "the ωB97M-V functional and the def2-TZVPD basis", "smiles": "C#CC(C)(C)C#C", "largest_force_ev_per_a": 0.59, "e_above_lowest_kj_mol": 372.0, "energy_ev": -7384.89156, "homo_lumo_gap_ev": 10.84, "e_lumo_ha": 0.0353, "molar_mass_da": 92.1, "symbols": ["C", "C", "C", "C", "C", "C", "C", "H", "H", "H", "H", "H", "H", "H", "H"], "positions_angstrom": [[2.048, -1.441, 0.573], [1.061, -0.800, 0.322], [-0.136, 0.005, 0.002], [-0.972, -0.727, -1.064], [-0.948, 0.246, 1.289], [0.385, 1.278, -0.532], [0.971, 2.243, -0.945], [2.925, -2.006, 0.795], [-0.388, -0.850, -1.980], [-1.876, -0.156, -1.298], [-1.258, -1.716, -0.694], [-1.232, -0.714, 1.730], [-0.347, 0.801, 2.015], [-1.852, 0.821, 1.068], [1.621, 3.016, -1.280]], "lowdin_charge": [0.14, -0.10, -0.59, -0.04, -0.04, -0.10, 0.14, 0.03, 0.09, 0.09, 0.09, 0.09, 0.09, 0.09, 0.03]}

# 4
{"formula": "C33H77N11O11", "method": "the ωB97M-V functional and the def2-TZVPD basis", "smiles": "CN(C)C=O.CN(C)C=O.CN(C)C=O.CN(C)C=O.CN(C)C=O.CN(C)C=O.CN(C)C=O.CN(C)C=O.CN(C)C=O.CN(C)C=O.CN(C)C=O", "largest_force_ev_per_a": 3.18, "e_above_lowest_kj_mol": 607.0, "energy_ev": -74383.25657, "homo_lumo_gap_ev": 9.16, "e_lumo_ha": 0.0185, "molar_mass_da": 804.0, "symbols": ["C", "N", "C", "C", "O", "H", "H", "H", "H", "H", "H", "H", "C", "N", "C", "C", "O", "H", "H", "H", "H", "H", "H", "H", "C", "N", "C", "C", "O", "H", "H", "H", "H", "H", "H", "H", "C", "N", "C", "C", "O", "H", "H", "H", "H", "H", "H", "H", "C", "N", "C", "C", "O", "H", "H", "H", "H", "H", "H", "H", "C", "N", "C", "C", "O", "H", "H", "H", "H", "H", "H", "H", "C", "N", "C", "C", "O", "H", "H", "H", "H", "H", "H", "H", "C", "N", "C", "C", "O", "H", "H", "H", "H", "H", "H", "H", "C", "N", "C", "C", "O", "H", "H", "H", "H", "H", "H", "H", "C", "N", "C", "C", "O", "H", "H", "H", "H", "H", "H", "H", "C", "N", "C", "C", "O", "H", "H", "H", "H", "H", "H", "H"], "positions_angstrom": [[-16.803, -13.037, -6.017], [-16.146, -12.449, -7.231], [-15.661, -13.361, -8.291], [-16.136, -11.120, -7.421], [-16.556, -10.307, -6.588], [-17.549, -12.384, -5.644], [-16.118, -13.144, -5.178], [-17.286, -14.017, -6.177], [-16.475, -14.027, -8.626], [-15.302, -12.730, -9.095], [-14.835, -13.965, -7.902], [-15.717, -10.971, -8.427], [-16.250, -7.356, -7.996], [-17.376, -6.621, -7.430], [-17.470, -5.219, -7.556], [-18.357, -7.311, -6.855], [-19.403, -6.850, -6.395], [-16.249, -8.405, -7.660], [-15.288, -6.925, -7.751], [-16.255, -7.339, -9.103], [-18.352, -4.797, -7.069], [-16.590, -4.757, -7.066], [-17.498, -4.943, -8.590], [-18.157, -8.412, -6.937], [-18.954, -9.754, -1.838], [-17.701, -9.050, -1.811], [-17.005, -8.998, -0.558], [-17.356, -8.263, -2.833], [-16.371, -7.534, -2.850], [-19.694, -9.397, -1.092], [-18.776, -10.773, -1.489], [-19.453, -9.842, -2.802], [-16.024, -8.680, -0.847], [-17.431, -8.260, 0.120], [-16.949, -9.991, -0.083], [-18.022, -8.350, -3.678], [-19.439, -14.998, -3.759], [-19.627, -16.320, -4.382], [-20.936, -16.869, -4.592], [-18.554, -17.036, -4.794], [-17.386, -16.636, -4.765], [-20.180, -14.768, -2.988], [-19.599, -14.224, -4.477], [-18.472, -15.044, -3.277], [-21.605, -16.785, -3.727], [-21.465, -16.318, -5.375], [-21.103, -17.862, -4.959], [-18.823, -18.028, -5.195], [-23.615, -14.172, -4.569], [-24.489, -15.303, -4.960], [-24.958, -15.262, -6.328], [-24.553, -16.423, -4.227], [-23.969, -16.611, -3.186], [-24.195, -13.241, -4.737], [-22.685, -14.118, -5.108], [-23.386, -14.251, -3.494], [-25.686, -16.037, -6.562], [-25.395, -14.276, -6.511], [-24.152, -15.395, -7.085], [-25.228, -17.179, -4.633], [-24.804, -12.189, -1.604], [-23.870, -11.191, -2.033], [-24.321, -10.128, -2.961], [-22.669, -11.096, -1.444], [-21.927, -10.141, -1.640], [-24.492, -12.820, -0.760], [-24.975, -12.824, -2.464], [-25.735, -11.686, -1.360], [-24.676, -10.531, -3.917], [-25.124, -9.514, -2.563], [-23.435, -9.521, -3.153], [-22.417, -11.934, -0.784], [-23.188, -6.558, -3.602], [-22.103, -6.056, -4.602], [-20.901, -5.468, -3.982], [-22.378, -5.758, -5.901], [-23.393, -6.079, -6.504], [-23.357, -5.666, -3.011], [-22.748, -7.289, -2.949], [-24.066, -6.869, -4.176], [-20.254, -6.200, -3.527], [-20.261, -4.896, -4.664], [-21.181, -4.776, -3.196], [-21.547, -5.219, -6.378], [-26.448, -8.094, -6.933], [-26.420, -9.514, -6.653], [-27.591, -10.088, -6.066], [-25.198, -10.162, -6.634], [-25.029, -11.287, -6.153], [-25.575, -7.794, -7.516], [-26.474, -7.401, -6.067], [-27.325, -7.871, -7.563], [-28.460, -9.925, -6.682], [-27.468, -11.161, -5.843], [-27.910, -9.568, -5.186], [-24.428, -9.498, -7.061], [-21.714, -5.703, -10.061], [-21.803, -7.128, -9.906], [-20.543, -7.768, -9.513], [-22.934, -7.834, -9.956], [-23.095, -9.021, -9.839], [-21.370, -5.255, -9.124], [-22.681, -5.319, -10.328], [-21.070, -5.424, -10.897], [-19.968, -7.133, -8.855], [-20.744, -8.726, -9.025], [-19.891, -7.964, -10.365], [-23.780, -7.125, -10.185], [-14.924, -12.713, -1.534], [-15.889, -12.169, -2.452], [-15.411, -11.060, -3.269], [-17.160, -12.548, -2.409], [-17.624, -13.298, -1.579], [-14.186, -13.384, -1.998], [-15.422, -13.278, -0.728], [-14.295, -11.924, -1.085], [-14.763, -11.475, -4.043], [-16.273, -10.644, -3.835], [-14.932, -10.269, -2.727], [-17.778, -12.268, -3.316], [-21.692, -9.313, -6.212], [-21.031, -10.479, -5.681], [-21.763, -11.746, -5.713], [-19.789, -10.460, -5.163], [-19.209, -11.449, -4.727], [-21.153, -8.403, -6.044], [-22.621, -9.136, -5.712], [-21.998, -9.317, -7.229], [-22.773, -11.504, -6.001], [-21.238, -12.438, -6.408], [-21.654, -12.124, -4.682], [-19.323, -9.449, -5.146]], "lowdin_charge": [-0.01, -0.16, -0.04, -0.32, -0.03, 0.03, 0.08, 0.09, 0.09, 0.07, 0.09, 0.13, -0.03, -0.18, -0.05, -0.34, -0.04, 0.06, 0.09, 0.09, 0.09, 0.11, 0.08, 0.13, -0.06, -0.18, -0.04, -0.35, -0.01, 0.09, 0.08, 0.06, 0.07, 0.10, 0.10, 0.11, -0.01, -0.17, -0.08, -0.33, -0.02, 0.10, 0.07, 0.08, 0.08, 0.08, 0.08, 0.13, -0.04, -0.17, -0.06, -0.37, 0.00, 0.08, 0.06, 0.09, 0.08, 0.08, 0.10, 0.13, -0.06, -0.18, -0.01, -0.31, -0.01, 0.10, 0.07, 0.09, 0.07, 0.09, 0.06, 0.14, 0.02, -0.14, -0.07, -0.37, -0.02, 0.08, 0.07, 0.07, 0.07, 0.08, 0.08, 0.12, -0.06, -0.18, -0.06, -0.28, -0.04, 0.07, 0.10, 0.09, 0.08, 0.10, 0.08, 0.12, -0.06, -0.17, -0.03, -0.38, 0.02, 0.09, 0.08, 0.09, 0.06, 0.08, 0.09, 0.14, -0.06, -0.18, -0.05, -0.39, 0.00, 0.09, 0.09, 0.09, 0.09, 0.08, 0.08, 0.12, -0.04, -0.14, -0.02, -0.32, -0.04, 0.06, 0.06, 0.07, 0.06, 0.11, 0.09, 0.12]}

# 5
{"formula": "C14H26Cl2O2Re", "method": "the ωB97M-V functional and the def2-TZVPD basis", "largest_force_ev_per_a": 5.39, "energy_ev": -46209.27048, "homo_lumo_gap_ev": [3.59, 6.33], "e_lumo_ha": [0.1872, 0.1858], "multiplicity": 4, "charge": -2, "molar_mass_da": 483.5, "symbols": ["C", "C", "C", "C", "C", "C", "C", "C", "C", "C", "Re", "Cl", "Cl", "O", "H", "H", "H", "H", "H", "H", "H", "H", "H", "H", "H", "H", "H", "H", "H", "H", "O", "H", "C", "C", "C", "C", "H", "H", "H", "H", "H", "H", "H", "H", "H"], "positions_angstrom": [[-1.204, -1.975, 0.362], [0.110, -2.166, -0.205], [0.270, -1.234, -1.254], [1.070, -3.199, 0.247], [-0.992, -0.505, -1.430], [-1.951, -1.146, -0.560], [-3.409, -0.974, -0.526], [-1.775, -2.752, 1.492], [1.477, -1.088, -2.124], [-1.340, 0.485, -2.524], [-0.773, 0.226, 0.607], [4.008, -1.180, 1.052], [0.404, -0.123, 2.616], [-1.441, 2.073, 0.645], [0.834, -3.510, 1.274], [2.114, -2.830, 0.252], [0.981, -4.089, -0.402], [2.393, -1.191, -1.525], [1.491, -0.113, -2.634], [1.468, -1.886, -2.887], [-0.517, 1.215, -2.674], [-2.291, 1.007, -2.272], [-1.481, -0.093, -3.461], [-3.806, -0.398, -1.341], [-3.580, -0.360, 0.348], [-3.967, -1.890, -0.393], [-1.008, -2.971, 2.238], [-2.203, -3.691, 1.124], [-2.560, -2.161, 1.972], [-1.836, 2.488, -0.137], [-2.230, -0.029, 1.737], [-2.633, 0.632, 2.321], [3.046, 2.852, 0.185], [1.852, 2.200, 0.903], [1.043, 3.325, 1.521], [1.048, 1.271, -0.036], [2.717, 3.508, -0.630], [3.736, 2.101, -0.211], [3.599, 3.469, 0.905], [2.269, 1.542, 1.678], [0.751, 4.047, 0.755], [0.149, 2.963, 2.020], [1.672, 3.844, 2.249], [0.750, 1.826, -0.948], [1.743, 0.479, -0.328]], "lowdin_spin": [0.09, 0.07, 0.13, 0.01, 0.05, 0.01, 0.01, 0.02, 0.02, 0.02, 2.06, 0.00, 0.10, 0.13, 0.00, 0.00, 0.00, 0.00, 0.00, 0.01, 0.00, 0.00, 0.00, 0.00, 0.00, 0.00, 0.00, 0.01, 0.00, 0.02, 0.14, 0.01, 0.00, 0.00, 0.00, 0.04, 0.00, 0.00, 0.00, 0.00, 0.00, 0.00, 0.00, 0.01, 0.01]}

# 6
{"formula": "C2H6N2OS", "method": "the ωB97M-V functional and the def2-TZVPD basis", "largest_force_ev_per_a": 4.88, "e_above_lowest_kj_mol": 516.7, "energy_ev": -18029.45032, "homo_lumo_gap_ev": [8.76, 8.76], "e_lumo_ha": [-0.0227, -0.0227], "molar_mass_da": 106.1, "symbols": ["C", "C", "N", "N", "O", "S", "H", "H", "H", "H", "H", "H"], "positions_angstrom": [[-0.239, -1.075, 0.296], [0.290, 1.241, -0.060], [-2.282, 0.800, 0.257], [-0.514, 0.273, 0.634], [-4.466, 0.315, -0.373], [-3.280, -0.352, 0.178], [0.776, -1.268, 0.549], [-0.783, -1.842, 1.028], [-0.511, -1.244, -0.706], [0.014, 1.436, -1.036], [0.389, 2.232, 0.538], [1.272, 0.582, -0.169]], "lowdin_charge": [-0.21, -0.14, -0.24, -0.21, -0.54, 0.83, 0.07, 0.12, 0.06, 0.04, 0.11, 0.12]}